# 1
The following is a quantum chemistry calculation of an isolated molecule of C3H8N2OS2, from the Open Molecules 2025 dataset.

Summary:
* frontier orbital gap: 0.363 hartree
* energy relative to the best compared isomer or geometry (same formula, charge and spin): 12.3 kJ/mol
* E_HOMO: -9.373 eV
* SMILES string: NC(=O)[C@H](N)CSS
* maximum force: 1.42 eV/A

Structure (XYZ):
```
16
Properties=species:S:1:pos:R:3:forces:R:3:nbo_charge:R:1
N 1.7680 1.6095 -1.5729 0.3 0.1 0.0 -0.843
C 0.5149 1.1931 -1.9545 0.4 1.0 0.1 0.679
O 0.1866 1.0881 -3.1113 -0.3 -0.5 -0.1 -0.586
C -0.3667 0.8995 -0.7371 -0.1 -1.3 -0.5 -0.170
N -0.2789 1.9851 0.2273 -0.3 -0.1 0.9 -0.829
C 0.0964 -0.4628 -0.1913 0.1 -0.6 0.9 -0.526
S -0.7479 -0.7171 1.4277 -0.5 0.9 -0.5 0.056
S -0.2465 -2.5444 2.0282 0.7 -0.9 0.4 -0.112
H 1.8447 2.0844 -0.6880 -0.1 -0.1 0.0 0.395
H 2.3962 1.9607 -2.2837 -0.3 -0.1 -0.1 0.400
H -1.4039 0.7159 -1.0483 0.3 0.6 -0.2 0.225
H -1.1764 2.0876 0.6916 -0.1 0.3 -0.4 0.377
H 0.2895 1.6970 1.0213 0.4 0.1 -0.2 0.359
H -0.1295 -1.3279 -0.8097 -0.3 0.3 -0.4 0.236
H 1.1626 -0.5324 -0.0125 0.3 0.4 0.1 0.222
H -1.1263 -3.3298 1.3882 -0.2 0.1 -0.1 0.118
```
Forces are in eV/Å.



# 2
The following is a quantum chemistry calculation of an isolated molecule of CH2ClNOS2, from the Open Molecules 2025 dataset.

Summary:
* frontier orbital gap: 0.280 hartree
* energy relative to the best compared isomer or geometry (same formula, charge and spin): 44.7 kJ/mol
* E_HOMO: -9.130 eV
* SMILES string: O/C=N\SSCl
* maximum force: 2.84 eV/A

Structure (XYZ):
```
8
Properties=species:S:1:pos:R:3:forces:R:3:nbo_charge:R:1
O 0.0924 -0.5388 -1.5519 -0.5 -1.2 -1.2 -0.655
C 0.7472 0.5409 -1.2234 1.8 0.9 1.2 0.437
N 0.7661 0.9697 -0.0429 1.1 2.1 -1.6 -0.762
S 0.4871 0.8384 1.4633 -1.5 -1.2 1.6 0.558
S -0.6490 -0.9148 1.6118 -0.9 -0.4 1.2 -0.052
Cl -2.7654 -0.9322 2.3688 1.7 0.5 -0.8 -0.225
H -0.1871 -0.9984 -0.7324 -0.3 0.3 -0.2 0.506
H 1.5086 1.0353 -1.8932 -1.5 -0.9 0.0 0.193
```
Forces are in eV/Å.



# 3
The following is a quantum chemistry calculation of C24H16BrCrF3O4SSb as an isolated structure, from the Open Molecules 2025 dataset.

Summary:
* frontier orbital gap (spin up / spin down): 0.213 / 0.232 hartree
* energy relative to the best compared isomer or geometry (same formula, charge and spin): 223.6 kJ/mol
* multiplicity: 5
* E_HOMO (spin up / spin down): -4.320 / -4.764 eV
* charge: -1
* <S²>: 6.035
* maximum force: 5.39 eV/A

Structure (XYZ):
```
51
Properties=species:S:1:pos:R:3:forces:R:3:nbo_charge:R:1
Cr 8.6926 11.3895 9.8440 2.0 1.9 0.1 1.236
O 12.0906 13.0597 10.8549 1.0 -0.4 0.7 -0.959
S 10.7002 13.1691 11.1361 -1.5 -2.0 -4.8 2.573
O 10.2607 14.4839 11.4804 0.0 1.4 2.1 -1.001
O 10.0092 12.0189 11.7399 0.5 0.3 1.0 -1.034
O 9.9552 13.0339 9.5732 1.3 -0.4 1.8 -1.179
Br 7.3622 4.9026 8.7791 0.4 0.1 0.3 0.010
C 7.8701 6.7191 9.0994 -0.6 1.6 -0.4 -0.108
C 7.3045 7.6567 8.1902 -0.1 -1.3 -0.9 -0.228
C 7.5293 9.0167 8.3370 0.1 -1.3 0.3 -0.230
C 8.2812 9.4336 9.4262 -0.3 1.5 0.6 -0.473
C 8.8406 8.5552 10.3468 -0.9 -1.6 -1.5 -0.236
C 8.6385 7.1646 10.1773 0.6 -0.2 -0.3 -0.245
H 6.7682 7.2413 7.2951 0.4 0.5 1.0 0.207
H 7.1339 9.7288 7.6146 0.0 -0.2 0.1 0.199
H 9.4538 8.9472 11.1297 0.3 -0.1 0.6 0.208
H 9.2109 6.4449 10.7637 -0.5 0.1 0.2 0.213
F 6.3399 20.6807 7.7580 -0.3 -0.4 1.1 -0.348
C 6.8251 19.5262 8.3364 0.2 0.2 -0.2 0.384
C 6.2405 18.8603 9.4184 0.1 -0.4 0.0 -0.308
C 6.7437 17.5917 9.7848 -0.4 0.6 0.0 -0.205
C 7.7966 16.9733 9.1208 -0.2 0.1 -1.1 -0.470
C 8.3742 17.7129 8.0886 -1.2 2.1 0.2 -0.203
C 7.9432 19.0319 7.7166 0.6 -2.1 0.2 -0.294
Sb 8.6136 14.8606 9.5594 -0.6 0.8 1.6 1.685
C 9.0328 14.7065 7.5366 -0.4 0.7 0.0 -0.518
C 7.9758 14.7236 6.6540 -0.7 -0.9 -1.2 -0.194
C 8.1702 14.1301 5.4012 -0.3 1.1 -0.8 -0.295
C 9.4569 13.8692 4.9979 1.1 -0.4 0.1 0.389
F 9.7326 13.2991 3.7892 -0.6 0.2 0.2 -0.339
C 10.5661 14.0835 5.8029 0.8 -1.4 0.7 -0.289
C 10.3259 14.4391 7.1363 0.3 -0.2 -0.1 -0.176
C 7.1830 12.7814 10.1350 -0.6 0.5 -1.0 -0.461
C 6.3103 12.8874 9.0281 -1.2 -1.7 0.7 -0.252
C 4.9041 12.9680 9.2680 0.0 -0.4 0.3 -0.292
C 4.4391 13.0840 10.5587 -0.1 1.7 1.0 0.380
F 3.0735 13.3433 10.8605 2.0 -0.9 -0.8 -0.357
C 5.3317 13.2336 11.6393 -0.3 0.3 0.8 -0.256
C 6.6992 13.0943 11.4319 -1.8 -0.4 -1.0 -0.207
H 5.4117 19.2530 9.9941 -0.1 0.2 -0.3 0.221
H 6.2430 17.0466 10.5863 0.0 0.3 0.0 0.203
H 9.1212 17.2804 7.4934 1.1 -0.5 -0.7 0.199
H 8.4159 19.5620 6.8884 -0.2 -0.1 0.2 0.221
H 6.9617 15.0890 6.8898 0.7 -0.3 0.2 0.230
H 7.3815 14.0329 4.6612 -0.1 -0.1 0.2 0.223
H 11.5211 13.5811 5.4920 -0.8 1.1 0.2 0.234
H 11.0603 14.4832 7.9586 0.1 -0.4 -1.0 0.246
H 6.6711 12.5041 8.0414 -0.4 0.8 0.7 0.221
H 4.1529 12.7332 8.5454 -0.2 0.4 -0.9 0.223
H 4.9114 13.4912 12.6448 0.4 -0.4 -1.0 0.224
H 7.3695 13.1649 12.2501 0.6 0.0 0.7 0.229
```
Forces are in eV/Å.



# 4
The following is a quantum chemistry calculation of a 8-piece molecular cluster, C10H36O13 overall, from the Open Molecules 2025 dataset.

Summary:
* frontier orbital gap: 0.383 hartree
* energy relative to the best compared isomer or geometry (same formula, charge and spin): 187.9 kJ/mol
* E_HOMO: -10.063 eV
* SMILES string: OCCO.OCCO.OCCO.OCCO.OCCO.O.O.O
* maximum force: 2.54 eV/A

Structure (XYZ):
```
59
Properties=species:S:1:pos:R:3:forces:R:3:nbo_charge:R:1
O 1.1791 2.0908 2.3198 -0.5 0.1 2.3 -0.748
C 0.4481 1.1228 1.6458 1.4 -0.8 -1.9 -0.079
C 1.3951 -0.0872 1.4418 -0.4 1.6 1.5 -0.077
O 0.9721 -0.8962 0.4348 -1.1 -2.0 -1.0 -0.752
H 1.6821 2.5368 1.6588 0.9 0.9 -0.9 0.504
H -0.4759 0.8578 2.0988 -0.6 -0.1 0.7 0.189
H 0.2651 1.5618 0.6618 -0.6 -0.4 -0.4 0.151
H 1.4421 -0.6302 2.4268 0.6 0.5 -0.9 0.173
H 2.2951 0.3668 1.0368 0.9 0.1 1.1 0.156
H 1.2681 -1.7912 0.6378 -0.4 -0.4 -0.3 0.508
O 0.7231 -3.9442 0.8848 0.0 1.6 1.1 -0.767
C -0.5289 -4.3422 1.4058 -0.6 -1.2 0.0 -0.073
C -1.3459 -3.1952 1.9938 1.1 1.5 -0.9 -0.079
O -2.5419 -3.5522 2.6178 -0.4 -1.9 -0.4 -0.711
H 0.9931 -4.4952 0.1568 -0.2 -0.6 -0.7 0.506
H -1.1049 -4.8162 0.6258 -0.5 0.0 -0.5 0.161
H -0.3729 -5.1622 2.1078 0.0 0.2 0.6 0.164
H -1.5669 -2.4612 1.1798 0.4 -0.4 0.4 0.171
H -0.7689 -2.6842 2.7578 0.7 0.3 -0.1 0.155
H -2.8889 -2.7492 2.9628 -0.5 0.8 0.5 0.464
O 0.8881 -4.9762 -1.7572 0.9 -1.5 0.9 -0.748
C 2.1011 -4.6192 -2.4102 -0.1 2.2 0.2 -0.074
C 2.3271 -3.0622 -2.1572 -0.1 -1.8 -0.6 -0.092
O 3.5591 -2.6612 -2.7402 -0.1 0.3 0.9 -0.716
H 0.1611 -4.4152 -1.9672 -0.6 0.9 -0.6 0.479
H 2.9111 -5.2852 -2.0542 -0.5 0.6 0.0 0.189
H 1.9891 -4.7002 -3.4832 0.1 -0.4 -0.4 0.169
H 2.2391 -2.8402 -1.0862 0.3 -0.1 -0.1 0.153
H 1.5331 -2.5212 -2.6742 -0.4 -0.1 0.1 0.180
H 3.6951 -1.7942 -2.3322 0.4 -0.1 -0.5 0.473
O -4.5099 3.0858 0.4968 1.3 -0.6 0.3 -0.732
C -4.2199 1.6528 0.4848 -0.1 1.6 0.9 -0.089
C -2.9339 1.3588 1.3338 -2.2 -0.6 0.5 -0.085
O -2.6069 -0.0312 1.3588 1.8 1.2 -1.1 -0.727
H -5.4469 3.2098 0.4128 -0.6 0.0 -0.1 0.470
H -5.1309 1.2008 0.8698 0.2 -0.8 0.1 0.163
H -4.0779 1.4218 -0.5592 0.2 -0.7 -0.3 0.168
H -2.9759 1.7118 2.3728 -0.4 0.3 -0.4 0.187
H -2.1519 1.8748 0.8708 1.4 0.6 -0.6 0.180
H -3.3399 -0.5272 1.6258 -1.8 -1.0 0.6 0.462
O 1.4711 3.3928 -3.2652 0.7 1.0 -1.4 -0.694
C 1.3921 3.7118 -1.9072 0.7 -1.9 0.5 -0.092
C 2.6901 3.4208 -1.0992 -0.1 1.3 0.5 -0.081
O 2.4641 3.5818 0.3148 -0.6 0.4 0.4 -0.756
H 1.6421 4.2478 -3.7282 -0.1 -1.3 0.3 0.463
H 1.0011 4.6968 -1.8802 -0.1 1.2 1.1 0.163
H 0.6941 3.0108 -1.4782 -0.7 -0.1 0.2 0.177
H 3.4481 4.1808 -1.2432 0.5 -0.2 -1.1 0.160
H 3.0931 2.4108 -1.2012 -0.3 0.2 -0.5 0.201
H 2.4411 4.5418 0.4808 -0.1 -0.7 0.1 0.476
O -1.5229 1.7668 -1.9952 0.5 2.2 -0.1 -0.947
H -1.8939 0.9608 -1.7012 -0.9 -1.2 0.8 0.479
H -1.7019 2.4688 -1.3272 0.1 -1.0 -0.6 0.488
O -0.9469 3.7768 2.5098 0.2 1.3 0.3 -0.973
H -0.2129 3.1598 2.6258 0.3 -0.3 0.0 0.485
H -0.5109 4.6308 2.7298 -0.7 -0.8 -0.2 0.461
O 0.6491 -0.0672 -2.1342 -0.5 0.6 -0.6 -1.008
H 0.7731 -0.3372 -1.2162 -0.2 0.0 0.2 0.486
H -0.0449 0.6328 -2.1462 0.9 -0.6 0.1 0.483
```
Forces are in eV/Å.



Q: What is the formula in the second record?
A: CH2ClNOS2



Q: Which of these has the highest energy relative to the best compared isomer or geometry (same formula, charge and spin)?
A: C24H16BrCrF3O4SSb



Q: energy relative to the best compared isomer or geometry (same formula, charge and spin) of number 3 (C24H16BrCrF3O4SSb)?
A: 223.6 kJ/mol



Q: The lowest energy relative to the best compared isomer or geometry (same formula, charge and spin) belongs to which entry?
A: C3H8N2OS2